Record 1
12
Properties=species:S:1:pos:R:3:forces:R:3 method="wB97M-V/def2-TZVPD" relative_energy_kj_mol=459.7 gap_ev=8.66 multiplicity=1 smiles="C=C1C=NO/C1=N/O" e_lumo_ev=-0.341 total_energy_ev=-11283.7749
O 1.076180 -1.800382 0.076054 -1.03 -0.18 0.07
N 2.186279 -1.016379 -0.049110 0.56 1.84 0.22
H 2.650279 0.941524 -0.158575 0.02 0.43 0.10
N -1.185836 -1.564032 -0.028292 0.53 0.93 0.39
H -3.047973 -1.102084 -0.025094 1.59 0.78 -0.10
H -1.436057 1.353753 0.151054 0.61 0.77 -0.08
H 0.114765 2.559537 -0.083162 -0.85 -1.65 0.41
C 0.384872 0.420496 0.043029 1.14 -0.37 0.33
O -2.201464 -0.567647 -0.050826 -0.95 -1.48 0.13
C 1.850958 0.239902 -0.030492 -0.22 -1.66 -0.46
C -0.357053 1.528972 0.062711 0.09 0.83 -0.38
C -0.034945 -0.993658 0.092701 -1.48 -0.25 -0.64

=====

Record 2
13
Properties=species:S:1:pos:R:3:forces:R:3 method="wB97M-V/def2-TZVPD" relative_energy_kj_mol=376.9 gap_ev=9.22 multiplicity=1 e_lumo_ev=1.009 total_energy_ev=-6784.6059
C -0.740664 -0.541330 -0.835794 -0.11 0.12 -0.05
C -0.871905 0.640220 0.891899 0.00 0.12 0.15
H -1.363992 0.318414 1.817569 0.13 0.03 -0.16
N 1.477695 0.220815 -0.071366 0.45 0.03 -0.10
C 0.191528 -0.358256 0.336591 0.00 -0.16 0.07
H -0.604302 -1.134750 -1.732902 -0.19 0.05 0.07
H 1.531712 1.233987 -0.026985 -0.01 -0.10 0.08
H 2.180697 -1.491313 -0.603765 0.17 0.14 0.07
H -0.511555 1.665738 1.039110 -0.05 -0.14 -0.12
C -1.631699 0.347841 -0.391224 0.06 -0.09 -0.15
H -2.555922 0.743590 -0.801007 0.09 -0.10 0.12
C 2.494645 -0.419026 -0.590701 -0.43 0.02 0.14
H 0.403762 -1.225931 0.968576 -0.10 0.08 -0.13

=====

Record 3
74
Properties=species:S:1:pos:R:3:forces:R:3 method="wB97M-V/def2-TZVPD" gap_ev="8.17 / 6.49" charge=+2 multiplicity=3 e_lumo_ev="-4.555 / -7.642" total_energy_ev=-171204.1411
H -6.625162 -1.746587 -0.857650 0.02 0.00 -0.02
H 1.850869 -2.633156 -5.691903 0.01 0.03 0.05
H -6.924975 -0.074355 -2.651379 0.04 0.00 0.03
H -4.673846 0.449203 4.167767 0.05 -0.02 -0.02
C -3.470953 0.016433 2.446582 0.05 0.05 0.01
C -0.055100 -2.654265 0.481458 0.00 0.06 0.02
H -0.675078 6.388746 1.327979 0.04 -0.01 0.00
H -1.551185 6.548265 -0.237283 -0.02 -0.01 -0.03
H 4.981835 0.717887 -2.220725 -0.03 0.02 0.03
H 3.898211 -0.660738 -1.934214 0.00 0.04 -0.04
As -1.851806 -0.473083 0.063026 -0.27 -0.59 0.17
H -2.655167 2.445076 0.316565 -0.10 -0.07 -0.01
H 2.598769 -4.067776 0.250162 0.00 -0.03 -0.06
H -1.779914 2.354851 1.715551 0.01 -0.07 0.10
H 4.147701 3.617234 -0.597939 0.02 0.00 0.01
H -0.447118 0.260416 4.839463 -0.03 -0.01 -0.03
H 3.201853 -3.067431 -1.666667 0.07 -0.06 0.06
C 3.182828 -3.365324 0.828012 0.03 0.00 0.14
H -4.324586 -0.038802 1.785641 -0.04 0.01 0.00
N -1.345412 3.910225 0.555355 0.14 0.04 -0.06
C 2.628972 -2.942697 -3.714240 0.00 0.01 0.03
C 1.760596 -2.384735 -4.641671 -0.04 0.02 -0.01
H 4.638181 0.188315 -0.549936 0.01 -0.03 0.03
H 4.552174 -4.867524 1.497816 0.00 0.01 0.01
H -2.740761 0.595764 5.706814 0.01 0.00 -0.07
C 4.655979 -1.606667 2.410543 0.03 0.00 0.01
H 2.784107 3.401130 0.524090 0.00 -0.01 -0.03
C 2.837502 -2.017699 0.886023 -0.01 0.28 0.10
C 1.510407 -1.759781 -1.923909 0.19 -0.16 0.07
H 5.219425 -0.929279 3.039902 -0.02 -0.02 -0.02
Te 2.607903 1.661341 -1.507535 0.18 -0.10 -0.40
H -4.465131 -1.941287 0.307786 -0.03 0.00 0.04
C -1.093659 -0.080980 2.823423 -0.22 -0.04 0.14
C -3.668062 0.298749 3.794015 -0.01 0.00 0.00
C -4.596129 -1.189537 -0.460366 -0.03 0.00 -0.15
C 5.018847 -2.943788 2.328081 -0.01 0.00 0.00
C 0.775956 -1.504337 -4.215354 0.06 -0.04 -0.04
H -1.421360 -2.543565 -1.197430 0.02 -0.04 -0.10
As 1.291980 -1.318985 -0.027349 -0.23 -0.15 -0.61
H 3.268284 -0.104011 1.764610 -0.01 0.06 0.00
H -2.895681 1.256988 -2.098445 0.05 0.04 -0.04
C -5.976718 -0.143957 -2.132704 -0.01 -0.01 0.00
C 3.563207 -1.144294 1.690672 0.09 -0.06 -0.02
C -0.577892 6.485954 0.246520 0.06 -0.11 -0.01
H -0.087541 -0.218776 2.462610 0.23 0.00 -0.10
H -0.086097 -2.668938 1.569347 -0.03 0.01 0.09
H -0.112479 -0.496798 -2.573518 -0.20 0.20 0.15
C -3.553767 -0.331212 -0.805255 0.07 0.16 -0.09
C 4.279616 -3.821601 1.545410 -0.01 0.00 -0.01
C 2.503930 -2.634548 -2.365750 -0.10 0.01 -0.03
H 0.101141 -1.056386 -4.933524 0.00 -0.01 0.02
C 0.657741 -1.190346 -2.867448 0.07 -0.11 -0.09
C -1.295460 0.194389 4.169029 -0.02 0.00 -0.01
O 0.185595 5.382847 -0.300936 -0.06 0.22 0.04
C -2.584064 0.385399 4.655622 0.02 -0.02 0.01
C -0.225942 4.148057 -0.161779 -0.07 -0.13 -0.03
H 5.871445 -3.308375 2.886125 -0.02 0.01 -0.01
C 4.232159 0.297427 -1.550864 0.06 0.01 -0.02
H -1.884392 4.649986 0.971673 -0.04 0.05 0.02
C -4.932929 0.700053 -2.485089 -0.03 0.00 -0.01
H -2.198615 -2.948324 0.329205 -0.07 -0.08 0.06
Pd 0.029907 0.999737 -0.294179 0.20 0.75 0.38
C -3.717691 0.608619 -1.819326 -0.09 -0.04 0.07
H 0.317702 -3.618506 0.143225 0.02 -0.09 0.00
C -5.809121 -1.087638 -1.124720 -0.01 0.02 0.00
H 3.411669 -3.617060 -4.038314 -0.03 0.01 0.02
C 3.544567 2.890295 -0.058803 -0.12 0.04 0.07
C -2.182860 -0.182549 1.953763 -0.10 -0.01 0.01
C -1.409742 -2.354694 -0.125267 0.06 0.01 0.04
H -5.063237 1.421432 -3.281883 0.01 -0.02 0.03
O 0.416777 3.237268 -0.692566 0.12 0.00 0.12
H -0.003088 7.374508 0.021037 0.04 0.02 -0.04
N -1.738397 2.583833 0.728891 0.02 -0.03 -0.04
H 4.173312 2.269958 0.572148 0.01 -0.01 0.03

=====

Record 4
21
Properties=species:S:1:pos:R:3:forces:R:3 method="wB97M-V/def2-TZVPD" relative_energy_kj_mol=340.7 gap_ev=9.49 multiplicity=1 e_lumo_ev=0.817 total_energy_ev=-8493.3615
H 0.333515 0.673963 -0.284783 -0.23 -0.02 0.01
C -1.372475 -0.072214 -1.333612 -0.03 -0.02 -0.05
C -1.340820 1.875111 0.263926 -0.03 0.06 0.02
H 3.156469 -2.397606 -0.222057 -0.07 0.12 -0.05
H -1.204851 0.572888 -2.203633 -0.03 -0.09 0.13
C -0.735913 0.513732 -0.073298 0.03 -0.01 0.00
H 2.126517 0.970751 1.433696 0.08 -0.02 -0.13
C 2.543534 -1.546212 -0.523058 0.02 -0.20 -0.18
H 1.561054 -1.892109 -0.857304 0.16 0.02 0.05
H -2.422449 1.785991 0.428782 0.14 0.02 -0.01
H 3.023597 -0.951785 -1.302680 -0.05 -0.09 0.11
H -0.966384 -1.065743 -1.563305 -0.06 0.17 0.03
H -0.895211 2.292657 1.174968 -0.06 -0.06 -0.15
H -1.932994 -0.692531 1.271329 0.15 0.03 -0.01
H -0.471603 -0.030630 2.027887 -0.05 -0.06 -0.16
H -0.346575 -1.399361 0.911939 -0.10 0.15 0.01
O 2.342857 -0.724790 0.637905 0.02 0.45 -0.06
H -2.456664 -0.180135 -1.198181 0.14 0.00 -0.02
C -0.874280 -0.456078 1.100613 -0.01 -0.02 0.03
C 2.382704 0.559977 0.425423 0.03 -0.32 0.32
H -1.180493 2.591654 -0.549821 -0.04 -0.10 0.12

=====

Record 5
18
Properties=species:S:1:pos:R:3:forces:R:3 method="wB97M-V/def2-TZVPD" relative_energy_kj_mol=0.0 gap_ev=6.31 charge=-1 multiplicity=1 e_lumo_ev=3.664 total_energy_ev=-28045.8900
H -2.161847 1.118264 1.027669 -0.01 0.02 0.21
H -2.666108 0.146059 -1.209846 -0.06 -0.01 0.08
H -2.108737 1.804652 -1.433188 0.05 0.04 -0.05
C -1.812720 0.814116 -1.079481 0.04 -0.10 0.27
H 2.665103 -3.082363 0.327038 -0.01 -0.05 -0.07
H -1.002629 0.428205 -1.694120 0.10 0.10 -0.18
C 1.673832 -2.663205 0.505465 -0.02 -0.06 -0.12
S 1.980583 -0.394292 -1.482264 0.11 -0.04 -0.11
H 1.009921 -3.420865 0.925405 0.08 -0.09 0.11
C -1.328044 0.855018 0.376766 -0.14 -0.48 -0.73
H 0.125073 2.275488 -0.378714 -0.02 -0.12 0.07
H 1.774660 -1.834653 1.198045 -0.10 0.15 0.13
H -0.405898 2.566466 1.278100 0.05 0.24 0.13
O 0.989479 1.124519 1.108309 0.27 0.24 0.19
S 0.896025 -2.095090 -1.022376 -0.01 0.16 -0.01
H 1.485671 0.728479 0.354055 -0.17 -0.23 -0.08
H -0.982832 -0.155402 0.626779 -0.13 0.15 0.12
C -0.131526 1.784599 0.572357 -0.02 0.06 0.03